Entry 1:
The following is a DFT calculation (ωB97M-V/def2-TZVPD) of a structure of composition C12H18FGeN2O4PdS3Se.

Values from the calculation:
net charge: +1
ΔE to the lowest compared entry with this formula, charge and spin: 0.0000 eV
spin multiplicity: 1

Each line ends with the natural charge from an NBO analysis.
CARTESIAN COORDINATES (ANGSTROEM)
S -0.6834 -4.8776 -1.7174  0.2147
H 3.9289 -1.7827 -5.4533  0.2567
C 2.9841 -1.9262 -4.9288  -1.0746
H -3.7872 2.3398 2.3471  0.2396
C -1.9329 1.3054 4.9791  0.7880
O -5.2126 0.6225 6.2277  -0.5256
C 3.0700 1.0247 -3.5765  -1.1043
C -1.0053 1.0819 1.8338  0.7666
H -0.5325 1.7938 -1.0914  0.2742
C 4.3355 -1.4818 -1.9837  -1.0939
H 2.8649 -2.9900 -4.7263  0.2477
H -1.4795 3.1141 2.3080  0.2318
Se 0.8775 -0.2584 -0.9317  0.9417
H 4.2231 -0.9625 -1.0311  0.2390
H 4.0141 1.2657 -4.0662  0.2641
H 0.3760 -1.3221 -3.1234  0.2630
H 3.0423 1.5926 -2.6445  0.2309
S 0.0950 -2.9873 0.4982  0.1635
N -2.2887 1.8246 3.7368  -0.4194
H 1.3151 -2.4064 -2.0600  0.2742
H 4.2639 -2.5548 -1.8065  0.2473
C -0.1085 1.1386 -1.8449  -0.8034
Pd -0.9010 -0.9821 0.4466  0.7519
C -1.2152 2.1975 2.8335  -0.3193
H -0.3122 2.3351 3.4216  0.2818
C -0.8241 -3.4974 -0.9111  -0.6154
H -0.8847 0.6778 -2.4495  0.2547
H -2.7684 0.5716 6.6720  0.4422
S -1.9130 -2.1541 -1.1900  0.1094
F -5.8803 1.6562 3.7338  -0.2838
O -0.7830 1.1879 5.3312  -0.6022
O -1.7505 0.9898 0.8108  -0.7192
H 0.6181 1.6621 -2.4646  0.2609
H 5.3346 -1.2667 -2.3628  0.2582
C -3.6121 1.9311 3.3322  -0.0404
C -4.3695 0.9945 5.4569  0.5963
N -3.0058 0.9398 5.7604  -0.6296
O -0.1360 0.1832 2.0338  -0.6690
H 2.1767 -1.5992 -5.5830  0.2454
C -4.6136 1.5469 4.1209  0.2550
H 2.2657 1.3611 -4.2315  0.2399
Ge 3.0034 -0.9025 -3.2764  1.6055
C 1.2110 -1.3864 -2.4296  -1.0439

Entry 2:
The following is a DFT calculation (ωB97M-V/def2-TZVPD) of a cluster of 11 separate species, H22O11 in total at a distorted geometry.

Values from the calculation:
net charge: 0
ΔE to the lowest compared entry with this formula, charge and spin: 5.4271 eV
spin multiplicity: 1

Each line ends with the natural charge from an NBO analysis.
CARTESIAN COORDINATES (ANGSTROEM)
H 8.4094 -30.6611 29.8428  0.5487
H 6.9592 -28.1586 27.9604  0.4847
H 5.9168 -32.2293 28.0156  0.4986
H 4.9631 -31.5729 29.9664  0.5021
H 5.7237 -30.6129 28.0726  0.4946
O 3.0833 -32.3299 26.9874  -0.9295
O 4.4843 -33.7880 25.2262  -1.0470
O 4.8706 -32.3220 30.5855  -1.0028
H 6.8621 -30.5149 24.9948  0.4747
H 3.7960 -32.5217 30.7003  0.4714
O 7.5799 -30.1648 25.3618  -0.8830
H 7.6538 -29.5301 28.1132  0.4850
H 7.9785 -31.1867 26.1509  0.4501
H 5.0973 -27.8345 30.5478  0.4698
H 5.9626 -33.9129 27.8595  0.5184
H 5.3351 -33.7862 25.7336  0.4730
H 3.8079 -32.0149 27.4152  0.4935
H 2.3835 -32.2583 27.5335  0.4706
O 8.4345 -30.3879 28.8334  -0.9632
O 6.1413 -33.2531 27.0389  -0.9494
H 5.6534 -29.2497 30.0899  0.4792
H 3.7526 -33.2212 25.8393  0.4944
O 5.2918 -31.4391 28.3852  -1.0596
H 5.2238 -34.1698 29.4264  0.5200
H 7.2302 -29.7618 26.1645  0.4900
H 8.4080 -31.2867 27.5633  0.4429
H 5.0613 -35.8415 29.2345  0.5064
O 5.1024 -34.9823 28.8519  -0.9926
O 5.4185 -28.6666 30.8872  -0.9507
H 7.0542 -33.3494 26.8472  0.5151
O 6.7739 -29.0760 27.8233  -1.0213
H 9.4356 -30.0093 28.5616  0.5367
O 8.5429 -31.7005 26.7518  -1.0209

Entry 3:
The following is a DFT calculation (ωB97M-V/def2-TZVPD) of a structure of composition C20H33BBrCl4CsF3LiMgN2O16P at a distorted geometry.

Values from the calculation:
net charge: +1
spin multiplicity: 1
E_tot: -7402.923422 hartree

Each line ends with the Mulliken charge.
CARTESIAN COORDINATES (ANGSTROEM)
H 6.8711 -2.5055 1.6837  0.4430
P 5.0609 5.0139 -3.5115  0.8999
O -9.8276 2.3583 -3.6532  -0.5315
H 2.7073 6.6360 -1.3082  0.2435
Cl -11.1862 -1.8353 3.2388  -0.1187
O 6.2256 4.7937 -4.7679  -0.6121
H 0.3112 -5.1452 6.6047  0.2527
C 0.5284 -4.1307 6.2372  -0.6637
O 3.8399 -3.5556 6.6228  -0.3856
O 3.8443 5.2622 -2.3371  -0.1841
H -0.8147 1.6732 -1.3007  0.3003
N 5.4238 0.3445 1.0582  0.0884
F -0.2280 -3.4581 8.3636  -0.2400
O -8.5167 1.3373 -2.3061  -0.5132
H -4.7171 -3.4964 -1.4055  0.2045
C 1.1685 -0.3493 -0.5887  -0.4574
O -1.4685 -0.7298 0.6007  -0.2878
F -2.8695 -2.0033 1.9268  -0.3684
O -7.3095 -3.0178 -4.7390  -0.4731
N -8.7292 1.8855 -3.3857  1.0503
H 4.2178 7.2933 -1.9683  0.3422
B -2.8361 -1.3323 0.6359  0.6035
C -1.6821 0.6570 0.4905  0.2046
H 5.7405 3.0301 -5.7371  0.3925
H 6.4508 4.3024 -6.7461  0.3835
H -2.4862 -2.1880 -1.1411  0.1975
H -6.6228 -4.9905 -1.6178  0.2399
H 7.1986 -1.6044 -0.8550  0.4167
O 6.2532 5.5512 -2.5269  -0.3443
Cs 8.2341 4.3091 -4.7994  0.9475
C 3.3826 6.6150 -2.1624  -0.7406
H 1.5313 1.7825 -0.4423  0.1211
H 0.3056 -0.7905 -1.1326  0.2205
H 2.8382 6.9434 -3.0483  0.3196
Br -6.1578 -0.6298 -3.8115  0.2689
C -6.9347 -3.1344 -3.6208  0.7329
C 0.5938 -3.1166 7.3424  0.3665
F -7.4338 -3.6532 -0.3707  -0.1847
H 0.3891 -2.0922 7.0271  0.4171
C -5.6394 -3.0377 -1.7592  -0.2025
C 5.9836 0.0738 -0.1608  -0.5803
C -6.8362 -3.9213 -1.5475  0.3397
H 2.3976 -0.7905 1.1705  0.4973
C 5.7614 4.1050 -5.9235  -0.6548
H -2.9144 0.5279 -1.2533  0.2429
H 7.4857 4.8272 -1.0538  0.2886
O 1.9380 -3.2214 7.7964  -0.3686
C -0.6022 1.5335 -0.2112  -0.9091
C 6.4808 -1.5919 1.2653  -0.4263
O 4.9031 3.5092 -3.3639  -0.5615
Cl -9.5426 -0.9261 1.0354  -0.0507
C 0.8469 1.0459 0.0539  -0.5616
H 1.1309 1.0793 1.1335  0.4202
C -9.9382 -2.3071 2.0702  0.3440
H -0.6822 2.5626 0.2217  0.3609
Cl -8.4840 -2.8327 2.9376  -0.0990
O -2.8874 -2.4576 -0.3146  -0.6531
O 1.8541 -4.0932 5.7092  -0.2479
Mg 2.4350 -3.3679 1.9494  0.0344
H 0.9021 -1.8673 1.0396  0.3416
C 6.6516 -1.1209 -0.0616  -0.4733
H 5.9898 5.5826 -0.4805  0.2494
Cl -10.5416 -3.6393 1.0679  -0.1074
C 1.7243 -1.3650 0.4826  -1.1708
O -3.8157 -0.2740 0.4135  -0.5828
O -7.7124 -3.5536 -2.6022  -0.2894
O -7.8055 1.9758 -4.2402  -0.4762
H 4.7704 4.4528 -6.2033  0.3378
H -0.2090 -3.8713 5.4786  0.3222
H 2.3871 -2.1174 -0.0215  0.4379
H 2.0030 -0.2151 -1.3199  0.4494
C 5.7174 -0.6674 1.9315  -0.6710
H 5.9449 3.9560 -1.1941  0.3380
H 5.3580 -0.6419 2.9470  0.4689
C 6.4187 4.9364 -1.2467  -0.6672
H 4.8792 1.1584 1.2774  0.2083
C -3.1131 0.8185 -0.1850  -0.6359
O -5.6253 -2.8734 -3.1936  -0.3831
C 2.6659 -3.6169 6.6973  0.4530
H -3.5976 1.8060 -0.0498  0.2876
H -5.7453 -2.0587 -1.2864  0.2318
H 5.8592 0.7525 -0.9891  0.5273
H -1.7647 1.0563 1.5391  0.0911
Li 1.6718 -5.3601 7.8956  0.9481

Entry 4:
The following is a DFT calculation (ωB97M-V/def2-TZVPD) of a cluster of 2 separate species, CH7N4O in total at a distorted geometry.

Values from the calculation:
net charge: +1
ΔE to the lowest compared entry with this formula, charge and spin: 4.1609 eV
spin multiplicity: 1

Each line ends with the natural charge from an NBO analysis.
CARTESIAN COORDINATES (ANGSTROEM)
H -2.5899 -1.2825 0.1872  0.3913
H -0.6273 1.3925 0.5923  0.3528
N 1.0058 -1.1415 -0.5081  -0.7555
H 1.8713 1.8894 0.3462  0.4679
H 1.7765 -1.8648 -0.4339  0.4442
C 1.0594 0.0380 -0.1570  0.5765
N -0.7634 1.0490 -0.4588  -0.2016
O -1.7047 0.1240 -0.6096  -0.1890
H 0.1116 -1.2255 -1.0133  0.4487
H -2.8013 0.2662 1.0182  0.3800
N -2.2473 -0.3831 0.5127  -0.5458
H 2.8906 0.2997 0.2393  0.4188
N 2.0187 0.8386 0.2847  -0.7883

Entry 5:
The following is a DFT calculation (ωB97M-V/def2-TZVPD) of a cluster of 3 separate species, C3H5NO2 in total at a distorted geometry.

Values from the calculation:
net charge: 0
ΔE to the lowest compared entry with this formula, charge and spin: 5.2379 eV
spin multiplicity: 1

Each line ends with the natural charge from an NBO analysis.
CARTESIAN COORDINATES (ANGSTROEM)
H 1.2413 -1.4964 -0.7495  0.1905
H 1.2947 0.1837 -1.4511  0.2100
C -0.5504 0.8088 1.2014  0.4324
H -1.3513 1.3566 -0.4114  0.3403
C -0.8543 -0.8344 -0.6243  0.6096
O -1.5173 -1.6903 -0.9917  -0.4948
H 2.1132 -0.1991 0.1316  0.2239
O 0.6348 0.9840 0.7729  -0.6193
H -0.6912 0.4289 2.2238  0.1295
C 1.3104 -0.4283 -0.5568  -0.3370
N -1.6299 0.8864 0.4550  -0.6853

Entry 6:
The following is a DFT calculation (ωB97M-V/def2-TZVPD) of a cluster of 2 separate species, C4H10N2O in total at a distorted geometry.

Values from the calculation:
net charge: 0
ΔE to the lowest compared entry with this formula, charge and spin: 5.6403 eV
spin multiplicity: 1

Each line ends with the natural charge from an NBO analysis.
CARTESIAN COORDINATES (ANGSTROEM)
C 0.8263 -1.8281 -0.3263  -0.7217
H 0.0113 0.7354 -1.7959  0.4619
C 1.7340 0.7084 -0.1691  0.0539
H -1.9003 1.4079 0.2301  0.2014
H -0.8183 -0.9738 1.6236  0.4022
C 0.4079 -0.5534 -0.4513  0.3802
H 0.7441 -2.5232 -1.1510  0.2275
N 2.0602 1.7225 -0.8833  -0.6300
C -2.0447 0.4667 0.7595  -0.4156
O -0.2177 -0.1927 -1.6229  -0.6975
H 1.3632 1.9514 -1.6024  0.3091
H -2.5131 -0.2454 0.0787  0.2087
H 2.4700 0.3854 0.5926  0.1721
H -2.7066 0.6136 1.6133  0.1922
H 0.0351 0.5856 1.3613  0.4091
H 1.2848 -2.1880 0.5862  0.2011
N -0.7362 -0.0722 1.1569  -0.7547

Entry 7:
The following is a DFT calculation (ωB97M-V/def2-TZVPD) of the ion C15H13N6O6S with charge -1 at a distorted geometry.

Values from the calculation:
net charge: -1
ΔE to the lowest compared entry with this formula, charge and spin: 0.6114 eV
spin multiplicity: 1

Each line ends with the natural charge from an NBO analysis.
CARTESIAN COORDINATES (ANGSTROEM)
C -1.0113 -0.7333 2.1210  -0.1706
H 3.0269 -1.9033 -1.3016  0.2338
O -0.3154 -3.2107 -0.2920  -0.5686
O -2.0420 0.9116 -0.4843  -0.5629
C -1.8935 1.4889 2.8430  -0.0311
C -1.0506 0.1865 -0.4056  0.6945
C 1.9062 -3.1504 -2.5980  -0.6278
C -0.4510 1.7946 -3.2428  -0.6256
C -0.9690 -1.0268 0.4862  -0.4375
S 2.4065 0.1948 -2.4537  -0.2034
C -0.0902 -1.9958 -0.2599  0.7117
N -0.6108 3.5726 2.4848  0.5127
H 2.1561 -3.2102 -0.4552  0.2318
C -0.6364 2.1355 2.6004  -0.1601
H 1.9023 -2.4303 -3.4235  0.2212
H 0.9716 -3.7180 -2.5812  0.2187
H 0.2018 1.1845 -3.8736  0.2187
O 0.4746 4.1935 2.4464  -0.4276
H -1.4484 1.3546 -3.2289  0.2119
C 0.4400 1.2611 2.2611  0.1247
O -1.7163 4.1645 2.4293  -0.4616
H 1.0888 2.2607 -1.8570  0.2356
N 1.4336 -0.6841 1.8316  0.3740
H -2.7572 2.1469 2.9960  0.2568
O 2.1767 0.3935 1.3043  -0.1794
C -3.3864 -0.4423 2.8788  0.2955
H -0.5385 2.5757 -1.2384  0.2355
N -4.4520 -0.9023 2.9839  -0.3828
N 0.0809 0.5630 -1.1520  -0.4882
H -1.0260 -1.8015 2.4360  0.2554
C 1.1300 -0.2640 -1.4757  0.3444
N 1.5473 1.5975 1.5127  -0.1031
C 0.3198 -0.1174 2.3639  0.0274
O 1.8726 -1.8447 1.7849  -0.4472
C -2.1014 0.1336 2.6496  -0.3104
H -0.5498 2.7836 -3.7106  0.2125
H 2.7095 -3.8744 -2.7728  0.2082
C 2.1149 -2.4941 -1.2777  -0.2125
N 1.0375 -1.5151 -0.9478  -0.4913
C 0.0624 1.8931 -1.8314  -0.2185
H -2.0142 -1.4714 0.4499  0.2850

Entry 8:
The following is a DFT calculation (ωB97M-V/def2-TZVPD) of a structure of composition C5H10N2O at a distorted geometry.

Values from the calculation:
net charge: 0
ΔE to the lowest compared entry with this formula, charge and spin: 10.0827 eV
spin multiplicity: 1

Each line ends with the natural charge from an NBO analysis.
CARTESIAN COORDINATES (ANGSTROEM)
H 0.0170 -2.7339 0.0640  0.2520
N 2.3713 0.9111 0.4503  -0.7225
H 2.9880 -1.4234 1.1013  0.3934
H 1.3147 -1.9343 1.3826  0.3835
H -2.2308 -0.1407 0.7028  0.1924
C -2.9506 0.7354 -0.2778  -0.3394
H -3.8242 1.2719 0.4275  0.2318
O -1.5063 1.4975 -0.6839  -0.5350
H -1.4483 -1.3887 0.7881  0.1692
H -1.3509 -1.6731 -0.9927  0.2134
C -0.6346 -1.6618 -0.2636  -0.5829
C -0.2848 0.9210 -0.5415  0.2162
C 1.5625 -0.2219 0.2927  0.4403
H -3.7341 0.2419 -1.3179  0.2311
H 3.2404 0.4418 1.1386  0.2926
N 1.9078 -1.3924 0.9158  -0.8357
C 0.1157 -0.2659 -0.3576  -0.2054
H 0.2758 1.6870 -0.4986  0.2050